A 7-piece molecular cluster, C42H108F2N7O13S2 overall in a non-equilibrium geometry, computed with ωB97M-V with the def2-TZVPD basis set.

```
174
C42H108F2N7O13S2 | OMol25 | ωB97M-V with the def2-TZVPD basis set
N 0.971 1.321 -0.790
S 1.684 0.067 -0.376
O 1.519 -1.058 -1.370
O 1.801 -0.352 1.021
F 3.192 0.448 -0.628
S -0.447 1.037 0.140
O -0.374 1.519 1.476
O -1.203 -0.145 -0.158
F -1.363 2.164 -0.499
C 7.240 -5.580 0.854
O 7.769 -4.255 0.857
C 8.036 -3.622 -0.373
C 8.174 -2.107 -0.149
N 7.166 -1.467 0.781
H 7.190 -1.926 1.680
H 7.524 -0.566 1.065
C 5.801 -1.260 0.260
C 4.926 -2.492 0.483
O 4.912 -2.811 1.932
C 4.074 -3.923 2.326
H 7.393 -5.978 1.857
H 7.703 -6.145 0.044
H 6.198 -5.557 0.537
H 7.284 -3.897 -1.112
H 8.957 -3.886 -0.893
H 8.080 -1.564 -1.090
H 9.120 -1.811 0.305
H 6.038 -0.982 -0.767
H 5.458 -0.422 0.866
H 5.258 -3.434 0.048
H 3.991 -2.129 0.055
H 4.120 -4.785 1.660
H 3.046 -3.577 2.433
H 4.292 -4.298 3.327
C -4.297 0.758 -0.775
O -5.557 0.325 -0.743
C -5.730 -1.011 -1.420
C -6.182 -0.715 -2.824
N -5.031 -0.457 -3.748
H -4.483 0.308 -3.381
H -4.371 -1.216 -3.668
C -5.539 -0.187 -5.194
C -4.511 -0.781 -6.210
O -4.434 -2.210 -6.025
C -5.626 -2.855 -6.276
H -3.782 0.731 -1.735
H -3.758 0.062 -0.132
H -4.188 1.830 -0.610
H -6.639 -1.330 -0.910
H -4.924 -1.737 -1.315
H -6.737 0.222 -2.877
H -6.636 -1.469 -3.467
H -5.509 0.889 -5.360
H -6.595 -0.451 -5.258
H -3.497 -0.445 -5.991
H -4.849 -0.688 -7.242
H -6.184 -2.832 -5.340
H -5.574 -3.938 -6.383
H -6.362 -2.441 -6.964
C -0.517 7.520 -3.425
O -0.455 6.292 -2.802
C 0.019 5.302 -3.673
C 0.060 3.948 -3.082
N 0.854 3.836 -1.730
H 0.363 4.306 -0.983
H 0.856 2.870 -1.434
C 2.318 4.345 -1.450
C 2.346 4.400 0.087
O 1.333 5.279 0.699
C 1.087 4.865 2.073
H -0.821 8.287 -2.713
H -1.125 7.695 -4.312
H 0.536 7.681 -3.657
H 0.973 5.591 -4.115
H -0.671 5.111 -4.495
H 0.445 3.209 -3.784
H -0.927 3.760 -2.661
H 2.406 5.329 -1.909
H 3.131 3.815 -1.945
H 3.330 4.788 0.353
H 2.345 3.340 0.341
H 0.363 5.590 2.447
H 2.018 4.846 2.639
H 0.852 3.801 2.031
C -4.519 2.387 2.967
C -3.940 1.745 4.290
N -4.927 0.853 5.047
C -4.185 -0.048 6.053
C -6.015 1.791 5.786
C -5.385 2.652 6.887
C -5.670 -0.107 4.030
C -4.840 -1.325 3.546
O -3.671 -0.892 2.948
C -2.952 -1.955 2.373
H -5.239 3.179 3.177
H -4.901 1.717 2.197
H -3.676 2.934 2.546
H -3.527 2.456 5.006
H -3.174 0.990 4.112
H -3.350 -0.653 5.697
H -4.917 -0.692 6.540
H -3.755 0.578 6.834
H -6.724 1.100 6.242
H -6.528 2.421 5.060
H -4.986 2.093 7.733
H -6.106 3.336 7.334
H -4.476 3.156 6.557
H -6.130 0.518 3.264
H -6.448 -0.559 4.645
H -5.476 -1.712 2.750
H -4.758 -1.986 4.409
H -2.021 -1.518 2.014
H -3.437 -2.362 1.486
H -2.708 -2.829 2.976
C 2.492 -1.372 -7.317
C 1.214 -0.520 -7.038
N 0.510 -0.681 -5.587
C 1.462 -0.060 -4.558
C -0.732 0.184 -5.677
C -1.581 0.321 -4.327
C 0.271 -2.198 -5.066
C -0.918 -2.915 -5.776
O -0.758 -2.688 -7.169
C -1.881 -2.934 -8.050
H 2.805 -1.390 -8.361
H 2.199 -2.422 -7.283
H 3.326 -1.335 -6.616
H 0.409 -0.761 -7.733
H 1.553 0.516 -7.035
H 0.944 0.000 -3.601
H 1.822 0.877 -4.983
H 2.253 -0.788 -4.377
H -1.265 -0.179 -6.556
H -0.351 1.139 -6.039
H -2.370 1.074 -4.340
H -0.989 0.720 -3.503
H -1.975 -0.628 -3.963
H -0.018 -2.135 -4.017
H 1.166 -2.819 -5.096
H -1.876 -2.467 -5.513
H -1.081 -3.950 -5.477
H -2.227 -3.967 -8.092
H -1.571 -2.863 -9.093
H -2.663 -2.232 -7.762
C 0.326 0.461 5.382
C 1.620 0.142 5.871
N 2.622 -0.049 4.767
C 2.211 -1.254 3.907
C 2.877 1.256 3.829
C 3.624 2.480 4.451
C 3.958 -0.478 5.479
C 4.025 -1.900 6.198
O 3.127 -2.100 7.272
C 3.326 -3.474 7.718
H -0.420 0.508 6.175
H -0.089 -0.216 4.637
H 0.340 1.490 5.022
H 1.495 -0.776 6.445
H 2.083 0.966 6.413
H 1.455 -0.881 3.216
H 1.871 -2.111 4.488
H 3.036 -1.545 3.258
H 1.959 1.515 3.301
H 3.507 0.843 3.041
H 3.758 3.219 3.661
H 4.643 2.200 4.718
H 3.222 2.840 5.397
H 4.268 0.231 6.247
H 4.683 -0.513 4.666
H 5.049 -1.836 6.568
H 4.006 -2.744 5.508
H 2.784 -4.093 7.003
H 2.897 -3.819 8.659
H 4.351 -3.842 7.738
```

HOMO-LUMO gap: 0.348 Ha
energy: -4020.43771 a.u.
net charge: +5
HOMO energy: -18.69 eV


A 11-piece molecular cluster, C42H109N3O14 overall in a non-equilibrium geometry, computed with ωB97M-V with the def2-TZVPD basis set.

```
168
C42H109N3O14 | OMol25 | ωB97M-V with the def2-TZVPD basis set
C 4.647 2.373 -3.152
C 3.770 1.570 -2.208
C 4.436 0.266 -1.850
O 3.485 2.336 -1.052
H 5.618 2.415 -2.661
H 4.281 3.389 -3.289
H 4.748 1.918 -4.130
H 2.829 1.342 -2.702
H 4.771 -0.203 -2.763
H 3.777 -0.432 -1.317
H 5.349 0.434 -1.287
H 3.079 3.173 -1.266
C 3.639 -3.332 -1.068
C 3.849 -4.226 -2.280
C 4.329 -3.452 -3.486
O 4.788 -5.246 -1.940
H 2.975 -2.469 -1.241
H 4.650 -3.025 -0.785
H 3.240 -4.027 -0.284
H 2.955 -4.723 -2.620
H 5.340 -3.022 -3.213
H 3.704 -2.599 -3.714
H 4.385 -4.127 -4.365
H 4.777 -5.950 -2.599
C 0.857 1.673 -4.615
C 0.992 0.686 -5.755
C 2.024 -0.407 -5.401
O -0.284 0.008 -5.916
H 0.587 1.149 -3.711
H 0.062 2.404 -4.826
H 1.816 2.191 -4.555
H 1.248 1.129 -6.699
H 1.948 -0.806 -4.385
H 3.039 0.052 -5.467
H 2.052 -1.208 -6.147
H -0.134 -0.722 -6.523
C -4.664 0.553 -3.669
C -3.148 0.493 -3.528
C -2.666 0.361 -2.081
O -2.757 -0.599 -4.358
H -5.061 1.375 -3.070
H -5.125 -0.364 -3.270
H -5.059 0.642 -4.688
H -2.640 1.384 -3.961
H -1.599 0.037 -1.986
H -3.297 -0.389 -1.584
H -2.715 1.251 -1.434
H -1.923 -0.289 -4.757
C 2.229 -4.481 2.443
C 1.796 -5.201 3.718
C 1.462 -6.649 3.334
O 2.815 -5.210 4.712
H 2.950 -5.067 1.860
H 2.644 -3.472 2.534
H 1.316 -4.447 1.778
H 0.894 -4.785 4.153
H 0.985 -7.302 4.058
H 2.433 -7.111 3.134
H 0.921 -6.601 2.391
H 3.231 -4.328 4.825
C -1.608 4.839 -0.405
C -0.217 4.288 -0.314
C 0.063 3.305 -1.443
O 0.732 5.308 -0.407
H -2.314 4.022 -0.318
H -1.773 5.383 -1.328
H -1.844 5.480 0.409
H -0.070 3.728 0.631
H 0.095 3.931 -2.323
H -0.767 2.615 -1.506
H 1.013 2.766 -1.391
H 0.638 5.851 0.403
C 0.120 -4.494 -2.136
C -0.279 -4.394 -3.606
C -1.098 -3.132 -3.811
O 0.900 -4.433 -4.458
H -0.820 -4.571 -1.547
H 0.678 -3.585 -1.831
H 0.798 -5.320 -1.920
H -0.834 -5.321 -3.807
H -0.552 -2.273 -3.390
H -2.077 -3.163 -3.325
H -1.291 -3.025 -4.884
H 0.622 -3.991 -5.287
C 0.024 -1.697 1.002
C 1.194 -0.737 0.826
C 0.968 0.039 -0.479
O 1.145 0.028 1.986
H -0.020 -2.258 0.093
H -0.878 -1.108 1.094
H 0.020 -2.429 1.830
H 2.152 -1.256 0.728
H 0.875 -0.647 -1.310
H 1.734 0.756 -0.736
H 0.047 0.581 -0.374
H 1.875 0.676 2.024
C 2.436 6.587 2.519
O 1.030 6.716 2.248
C 0.290 7.266 3.310
C -1.190 6.886 3.223
N -1.345 5.509 3.524
C -2.771 5.096 3.352
C -2.901 3.582 3.489
O -2.001 2.993 2.580
C -1.999 1.545 2.745
H 2.957 6.251 1.573
H 2.612 5.907 3.352
H 2.920 7.523 2.817
H 0.386 8.367 3.304
H 0.734 6.883 4.262
H -1.616 7.172 2.235
H -1.718 7.574 3.887
H -0.655 4.945 3.085
H -3.160 5.408 2.370
H -3.308 5.574 4.176
H -3.895 3.208 3.201
H -2.690 3.281 4.537
H -1.900 1.244 3.839
H -1.164 1.109 2.187
H -2.977 1.138 2.463
C -2.986 -3.889 1.804
O -4.349 -3.522 1.848
C -5.210 -4.361 2.607
C -6.680 -3.889 2.350
N -7.056 -3.856 0.917
C -8.405 -3.406 0.774
C -8.846 -2.981 -0.653
O -8.159 -1.827 -1.083
C -7.950 -1.688 -2.483
H -2.542 -3.704 2.797
H -2.490 -3.280 1.032
H -2.837 -4.972 1.597
H -4.961 -4.335 3.648
H -5.169 -5.354 2.243
H -6.868 -2.878 2.765
H -7.291 -4.637 2.883
H -6.389 -3.243 0.465
H -8.676 -2.563 1.475
H -9.079 -4.238 1.041
H -9.909 -2.717 -0.674
H -8.680 -3.829 -1.333
H -7.331 -0.789 -2.631
H -8.854 -1.337 -3.033
H -7.506 -2.557 -2.981
C 6.090 -0.733 1.004
O 5.626 0.515 1.530
C 5.165 0.392 2.844
C 4.499 1.691 3.204
N 3.453 1.836 2.172
C 2.735 3.139 2.232
C 1.596 3.292 3.194
O 2.059 3.560 4.473
C 1.025 3.447 5.447
H 6.425 -0.468 0.014
H 5.255 -1.430 0.991
H 6.973 -1.127 1.549
H 5.941 0.086 3.562
H 4.391 -0.419 2.852
H 5.058 2.640 3.177
H 3.998 1.544 4.138
H 3.976 1.807 1.327
H 2.403 3.262 1.220
H 3.447 3.958 2.472
H 0.942 2.447 3.058
H 0.995 4.101 2.732
H 0.770 2.403 5.685
H 0.128 4.004 5.159
H 1.297 4.043 6.338
```

HOMO-LUMO gap: 0.339 Ha
energy: -2883.05975 a.u.
SMILES: COCCNCCOC.COCCNCCOC.COCCNCCOC.CC(C)O.CC(C)O.CC(C)O.CC(C)O.CC(C)O.CC(C)O.CC(C)O.CC(C)O
energy relative to the best compared isomer or geometry (same formula, charge and spin): 1.783 eV
net charge: 0
HOMO energy: -8.78 eV